1.
A cluster of 3 separate species, C4H12O4 in total. Source: OMol25; level of theory: ωB97M-V/def2-TZVPD.

```
20
Properties=species:S:1:pos:R:3:forces:R:3:mulliken_charge:R:1
O -2.043 -0.128 -2.212 0.27 0.21 0.19 -0.501
C -1.774 -0.431 -1.067 0.13 -0.06 -1.40 -0.152
C -0.668 0.208 -0.292 0.20 0.27 2.32 -0.461
C -0.421 -0.403 1.155 -0.46 0.43 -0.63 0.377
C -0.128 0.617 2.251 0.52 0.88 -0.61 -1.315
O -1.500 -1.228 1.567 0.00 -0.71 0.17 -0.621
H -2.380 -1.231 -0.636 0.08 -0.09 0.58 0.416
H -0.925 1.264 -0.137 -0.32 -0.04 -0.17 0.290
H 0.308 0.269 -0.761 -0.11 -0.32 -0.64 0.404
H 0.439 -1.065 1.119 -0.07 -0.19 -0.27 0.236
H 0.436 1.498 1.913 0.07 -0.27 -0.39 0.344
H 0.518 0.168 3.002 -0.51 -0.06 0.41 0.307
H -1.044 1.069 2.634 -0.06 -0.40 0.34 0.374
H -2.348 -0.775 1.557 0.16 0.33 0.05 0.347
H 2.631 0.880 0.415 0.52 0.06 -0.18 0.281
H 3.182 -0.246 -0.561 0.35 0.39 -0.05 0.280
O 2.441 0.060 -0.041 -0.76 -0.42 0.28 -0.584
H 0.860 0.451 -3.732 -0.13 -0.17 0.10 0.318
H 0.953 -0.864 -2.936 -0.31 -0.09 -0.03 0.298
O 1.463 -0.112 -3.237 0.41 0.24 -0.08 -0.640
```
Forces are in eV/Å.

Properties
Max |F|, eV/A: 2.34
Frontier orbital gap, eV: 10.2
E_tot, Ha: -460.5285
HOMO level, eV: -9.60
Energy above the lowest of the compared OMol25 structures with the same formula, charge and spin, kcal/mol: 34.0
Spin multiplicity: 1
SMILES: C[C@@H](O)CC=O.O.O

=====

2.
An isolated molecule of C4H6O2. Source: OMol25; level of theory: ωB97M-V/def2-TZVPD.

```
12
Properties=species:S:1:pos:R:3:forces:R:3:mulliken_charge:R:1
O 0.662 1.490 0.945 0.24 -0.15 0.12 -0.511
C 0.421 1.220 -0.411 -0.14 0.05 -0.31 -0.517
C 0.031 -0.238 -0.656 -0.18 0.17 0.00 -0.060
O 1.234 -0.986 -0.522 -0.01 -0.27 -0.01 -0.519
C -0.976 -0.705 0.313 -0.37 -0.24 0.30 -0.484
C -1.747 -1.135 1.131 0.28 0.21 -0.34 0.117
H 1.255 0.798 1.268 -0.02 0.15 0.04 0.339
H 1.308 1.418 -1.031 -0.15 -0.01 0.08 0.284
H -0.386 1.883 -0.734 0.06 -0.10 0.06 0.352
H -0.370 -0.333 -1.678 0.07 0.02 0.17 0.242
H 1.001 -1.922 -0.494 0.11 0.13 0.05 0.337
H -2.434 -1.490 1.868 0.11 0.05 -0.15 0.420
```
Forces are in eV/Å.

Properties
Max |F|, eV/A: 0.53
Frontier orbital gap, eV: 11.0
E_tot, Ha: -306.4090
HOMO level, eV: -10.23
Energy above the lowest of the compared OMol25 structures with the same formula, charge and spin, kcal/mol: 61.1
Spin multiplicity: 1
SMILES: C#C[C@H](O)CO

=====

3.
A cluster of 2 separate species, C4H9NO2 in total. Source: OMol25; level of theory: ωB97M-V/def2-TZVPD.

```
16
Properties=species:S:1:pos:R:3:forces:R:3:mulliken_charge:R:1
C 1.842 -2.014 0.874 0.02 -0.09 0.12 -1.043
C 0.948 -1.174 0.027 -0.19 0.01 0.07 0.255
N -0.306 -1.024 0.130 0.33 -0.29 0.10 -0.523
C -0.519 0.874 -1.376 0.22 0.28 -0.17 0.152
O 0.482 1.490 -1.092 -0.43 -0.12 -0.21 -0.554
O -1.743 1.154 -0.925 0.09 0.07 -0.23 -0.288
C -1.767 2.168 0.074 -0.09 0.24 0.17 -0.580
H 1.268 -2.697 1.507 0.12 0.07 -0.04 0.301
H 2.544 -2.579 0.254 -0.08 0.04 0.11 0.298
H 2.429 -1.339 1.506 0.02 -0.16 -0.02 0.263
H 1.442 -0.570 -0.742 -0.02 -0.14 0.14 0.317
H -0.544 0.032 -2.081 -0.15 0.30 0.00 0.455
H -0.730 -1.581 0.870 0.17 -0.15 0.07 0.200
H -2.816 2.310 0.334 0.14 0.00 -0.04 0.230
H -1.196 1.858 0.955 -0.08 -0.01 -0.16 0.265
H -1.334 3.092 -0.315 -0.07 -0.05 0.09 0.255
```
Forces are in eV/Å.

Properties
Max |F|, eV/A: 0.50
Frontier orbital gap, eV: 10.8
E_tot, Ha: -363.0147
HOMO level, eV: -9.76
Energy above the lowest of the compared OMol25 structures with the same formula, charge and spin, kcal/mol: 44.5
Spin multiplicity: 1
SMILES: [H]/N=C\C.COC=O

=====

4.
A cluster of 2 separate species, C12H17N in total. Source: OMol25; level of theory: ωB97M-V/def2-TZVPD.

```
30
Properties=species:S:1:pos:R:3:forces:R:3:mulliken_charge:R:1
C -2.414 1.055 1.358 -7.60 -1.74 0.58 -1.061
C 1.121 1.692 0.855 3.45 -0.21 -4.66 0.076
C -0.043 1.473 0.117 -3.28 0.59 2.58 0.423
C -1.084 1.255 1.250 9.35 0.02 1.75 0.716
C -0.310 1.208 2.470 1.90 0.37 -5.35 -1.009
C 2.324 2.301 -1.201 -3.43 -2.32 -4.91 -0.647
C 2.324 2.061 0.084 1.86 -1.63 5.32 -0.467
C 1.143 1.711 -1.982 -0.75 2.29 3.97 -0.571
C -0.096 1.509 -1.324 0.95 0.09 -1.66 -0.136
N 1.102 1.404 2.151 -3.14 0.02 1.31 -0.111
H 3.064 2.712 -1.863 0.87 -0.26 0.45 0.404
H 3.361 1.839 0.612 -2.04 1.50 -0.69 0.099
H 1.191 1.574 -3.010 0.18 0.27 -1.77 0.528
H -1.032 1.427 -2.056 1.92 -0.33 2.29 0.239
H 1.918 1.189 2.714 -0.54 0.33 -0.18 0.227
H -0.547 0.946 3.432 -0.88 -0.51 2.02 0.482
H -2.926 0.408 0.557 0.83 1.03 0.89 0.271
H -2.918 2.036 1.381 -0.40 -0.33 -0.28 0.252
H -2.738 0.554 2.365 0.73 0.84 -1.70 0.291
C -0.240 -2.992 -1.216 2.65 1.21 -0.34 -0.398
C -1.608 -2.854 -0.612 -0.81 0.46 -0.16 -0.834
C 0.896 -2.044 -0.485 -0.16 -2.02 -0.80 -0.467
H 0.289 -3.886 -1.040 -0.38 -2.00 -0.13 0.338
H -0.243 -2.832 -2.338 0.05 0.08 1.31 0.263
H -2.395 -3.570 -0.977 0.91 0.67 0.13 0.323
H 1.128 -2.327 0.573 -0.38 -0.25 -0.90 0.292
H 1.875 -1.937 -1.038 -1.27 -0.21 0.37 0.326
H -1.945 -1.812 -0.804 -0.12 -0.58 0.01 0.114
H -1.573 -2.936 0.468 0.06 -0.18 0.31 0.280
H 0.378 -1.161 -0.442 -0.50 2.81 0.24 -0.239
```
Forces are in eV/Å.

Properties
Max |F|, eV/A: 9.51
Frontier orbital gap, eV: 8.7
E_tot, Ha: -522.0706
HOMO level, eV: -7.79
Energy above the lowest of the compared OMol25 structures with the same formula, charge and spin, kcal/mol: 93.9
Spin multiplicity: 1
SMILES: Cc1c[nH]c2ccccc12.CCC

=====

5.
An isolated molecule of C2H7N3O. Source: OMol25; level of theory: ωB97M-V/def2-TZVPD.

```
13
Properties=species:S:1:pos:R:3:forces:R:3:mulliken_charge:R:1
C -1.765 -0.350 -0.497 1.60 0.68 0.03 -1.120
C -0.919 -0.069 0.763 -0.51 -0.97 -1.25 -0.288
N 0.212 0.727 0.508 5.39 -1.77 -1.90 -0.675
N 2.413 0.736 0.017 2.29 0.79 -0.37 -0.543
N 1.338 -0.003 -0.025 -5.94 2.15 2.75 1.088
O 1.397 -1.151 -0.344 -0.07 -1.86 -0.43 -0.651
H -1.382 -1.220 -0.991 0.43 -0.56 -0.29 0.285
H -2.674 -0.629 -0.089 -2.44 -0.18 0.06 0.365
H -1.730 0.439 -1.236 -0.60 0.45 0.13 0.341
H -0.755 -1.147 1.002 0.54 0.96 1.24 0.267
H -1.410 0.586 1.505 -0.39 -1.00 -0.15 0.375
H 2.077 1.667 -0.061 0.44 1.18 0.09 0.284
H 3.199 0.414 -0.553 -0.73 0.13 0.09 0.271
```
Forces are in eV/Å.

Properties
Max |F|, eV/A: 6.89
Frontier orbital gap (spin up / spin down), eV: 9.2 / 9.2
E_tot, Ha: -319.7556
HOMO level (spin up / spin down), eV: -8.58 / -8.58
Energy above the lowest of the compared OMol25 structures with the same formula, charge and spin, kcal/mol: 121.8
Spin multiplicity: 1
SMILES: CC/N=[N+](/N)[O-]

=====

6.
A structure of composition C12H19F2N4Pd. Source: OMol25; level of theory: ωB97M-V/def2-TZVPD.

```
38
Properties=species:S:1:pos:R:3:forces:R:3:mulliken_spin:R:1
Pd -0.401 0.701 0.149 -0.39 -1.12 0.35 1.320
C -0.509 -1.766 1.824 0.51 -0.08 0.15 -0.002
C 0.956 -1.298 1.764 -0.20 -0.41 0.13 -0.004
N 1.090 0.160 1.811 -0.17 0.18 0.50 0.055
C 2.438 0.624 1.474 0.12 0.09 0.02 0.006
C 2.593 0.857 -0.018 0.32 0.08 -0.08 0.005
C 3.710 1.476 -0.563 -0.17 -0.12 -0.06 0.000
C 3.739 1.707 -1.932 -0.19 -0.18 0.15 0.004
C 2.665 1.311 -2.716 -0.08 -0.09 0.13 0.000
C 1.582 0.700 -2.099 0.26 0.05 -0.17 0.002
C 0.330 0.303 -2.860 0.04 0.07 -0.13 0.005
N -0.726 -0.159 -1.957 -0.48 0.10 -0.19 0.052
C -0.609 -1.578 -1.614 -0.18 -0.44 0.10 -0.003
C -1.550 -1.986 -0.467 0.23 -0.12 -0.49 -0.002
N -1.362 -1.211 0.766 -0.31 0.26 0.10 0.146
N 1.574 0.476 -0.786 0.30 0.17 -0.20 0.013
H -0.927 -1.456 2.786 -0.01 -0.07 -0.10 0.004
H -0.510 -2.864 1.792 -0.06 0.12 0.08 0.005
H 1.418 -1.638 0.834 0.00 -0.01 0.06 0.000
H 1.489 -1.774 2.602 -0.01 0.02 -0.20 0.001
H 0.814 0.517 2.725 0.13 -0.10 -0.19 -0.002
H 3.200 -0.091 1.822 -0.07 0.13 -0.06 0.000
H 2.628 1.572 1.983 -0.05 -0.10 0.00 0.005
H 4.526 1.796 0.064 0.10 0.01 0.13 0.000
H 4.585 2.205 -2.380 0.07 0.04 -0.04 0.000
H 2.661 1.503 -3.777 -0.04 -0.01 -0.13 0.000
H 0.574 -0.465 -3.610 0.01 0.15 0.08 0.000
H -0.027 1.186 -3.400 -0.01 -0.13 0.05 0.005
H -1.641 0.040 -2.358 0.24 -0.05 0.05 -0.001
H 0.429 -1.759 -1.327 -0.07 -0.03 -0.05 0.000
H -0.840 -2.217 -2.480 0.12 0.05 0.14 0.000
H -1.407 -3.058 -0.281 -0.11 0.10 -0.01 0.005
H -2.580 -1.836 -0.804 0.07 -0.05 0.09 0.004
H -2.274 -0.999 1.161 0.25 -0.01 -0.11 -0.017
F -1.742 2.615 -0.620 -0.72 0.75 -0.15 0.032
C -1.805 2.165 0.698 0.80 0.23 -0.45 0.288
F -0.742 2.824 1.317 -0.35 0.84 0.53 0.033
H -2.736 2.544 1.138 0.12 -0.33 -0.03 0.039
```
Forces are in eV/Å.

Properties
Net charge: +1
Max |F|, eV/A: 1.24
Frontier orbital gap (spin up / spin down), eV: 7.9 / 8.7
E_tot, Ha: -1015.0154
HOMO level (spin up / spin down), eV: -10.28 / -12.13
Energy above the lowest of the compared OMol25 structures with the same formula, charge and spin, kcal/mol: 14.1
Spin multiplicity: 3
⟨S²⟩: 2.006